No. 1
The following is a quantum chemistry calculation of 2 unconnected molecules or ions with the total composition C5H13NO, from OMol25.

Positions of all 20 atoms, in Å:
C (-0.16, 1.91, 0.46)
N (-1.13, 0.85, 0.65)
C (-0.64, -0.24, 1.58)
C (0.03, -1.22, 0.59)
C (-0.43, -0.99, -0.83)
C (-1.42, 0.11, -0.58)
H (-0.48, 2.36, -0.55)
H (-0.42, 2.71, 1.09)
H (0.93, 1.63, 0.35)
H (-0.23, 0.43, 2.47)
H (-1.41, -0.98, 2.01)
H (1.12, -1.14, 0.87)
H (-0.06, -2.24, 0.88)
H (-0.78, -1.83, -1.42)
H (0.47, -0.68, -1.38)
H (-2.43, -0.13, -0.40)
H (-1.53, 0.82, -1.35)
O (2.91, -0.13, -1.42)
H (2.82, -0.65, -0.60)
H (2.85, -0.58, -2.41)

Properties
Spin multiplicity ... 1
SMILES ... CN1CCCC1.O
Charge ... 0
Maximum force ... 0.0947 Eh/bohr
Electronic energy ... -328.19722 Eh
LUMO ... 0.68 eV
Gap between HOMO and LUMO ... 9.11 eV

---

No. 2
The following is a quantum chemistry calculation of C5H13NO in the gas phase, from OMol25.

Positions of all 20 atoms, in Å:
C (-0.64, 2.14, -1.27)
C (0.70, 1.90, -0.46)
C (0.75, 0.77, 0.75)
C (0.45, -0.58, 0.15)
N (1.20, -1.70, 0.75)
C (-1.06, -0.74, 0.33)
O (-1.47, -1.89, -0.20)
H (-0.62, 2.97, -1.99)
H (-0.87, 1.32, -1.85)
H (-1.51, 2.32, -0.50)
H (1.61, 1.64, -1.17)
H (0.86, 2.89, -0.01)
H (1.67, 0.79, 1.21)
H (-0.06, 1.33, 1.24)
H (0.89, -0.53, -0.94)
H (1.63, -1.58, 1.67)
H (1.97, -1.78, 0.16)
H (-1.05, -0.89, 1.52)
H (-1.51, 0.18, 0.14)
H (-0.76, -2.57, -0.25)

Properties
Spin multiplicity ... 1
SMILES ... CCC[C@@H](N)CO
Charge ... 0
Maximum force ... 0.1259 Eh/bohr
Electronic energy ... -328.21347 Eh
LUMO ... 1.02 eV
Gap between HOMO and LUMO ... 10.37 eV

---

No. 3
The following is a quantum chemistry calculation of 2 unconnected molecules or ions with the total composition C5H13NO, from OMol25.

Positions of all 20 atoms, in Å:
C (-1.12, 0.61, 2.22)
C (-0.25, 1.47, 1.26)
C (-0.75, 1.31, -0.21)
N (-1.43, 2.38, -0.84)
O (-0.71, 0.23, -0.79)
H (-0.52, -0.37, 2.74)
H (-1.85, 0.11, 1.60)
H (-1.75, 1.11, 2.92)
H (-0.38, 2.46, 1.71)
H (0.83, 1.32, 1.39)
H (-2.05, 2.08, -1.71)
H (-1.48, 3.26, -0.62)
C (1.03, -2.10, -0.60)
C (1.97, -1.93, -1.80)
H (0.96, -3.23, -0.24)
H (1.36, -1.54, 0.24)
H (0.04, -1.59, -0.74)
H (1.42, -1.18, -2.45)
H (1.72, -2.73, -2.47)
H (2.95, -1.66, -1.59)

Properties
Spin multiplicity ... 1
SMILES ... CCC(N)=O.CC
Charge ... 0
Maximum force ... 0.1687 Eh/bohr
Electronic energy ... -328.23359 Eh
LUMO ... 0.85 eV
Gap between HOMO and LUMO ... 10.81 eV

---

No. 4
The following is a quantum chemistry calculation of 2 unconnected molecules or ions with the total composition C5H13NO, from OMol25.

Positions of all 20 atoms, in Å:
C (-1.22, 0.30, 1.51)
C (0.30, 0.40, 1.53)
C (0.86, 1.41, 0.52)
C (1.04, 0.56, -0.74)
C (1.59, -0.74, -0.17)
N (0.93, -0.87, 1.13)
H (-1.68, 1.20, 1.91)
H (-1.49, -0.55, 2.14)
H (-1.62, 0.13, 0.51)
H (0.61, 0.68, 2.54)
H (0.21, 2.27, 0.35)
H (1.83, 1.81, 0.83)
H (0.04, 0.41, -1.17)
H (1.65, 1.02, -1.52)
H (2.68, -0.71, -0.05)
H (1.36, -1.59, -0.83)
H (1.52, -1.25, 1.85)
O (-2.81, -0.92, -3.03)
H (-2.29, -0.96, -2.21)
H (-2.21, -0.64, -3.73)

Properties
Spin multiplicity ... 1
SMILES ... C[C@@H]1CCCN1.O
Charge ... 0
Maximum force ... 0.0123 Eh/bohr
Electronic energy ... -328.29190 Eh
LUMO ... 0.81 eV
Gap between HOMO and LUMO ... 9.46 eV

---

No. 5
The following is a quantum chemistry calculation of 2 unconnected molecules or ions with the total composition C5H13NO, from OMol25.

Positions of all 20 atoms, in Å:
C (0.84, 0.09, 1.72)
N (-0.07, -0.38, 1.00)
C (-1.44, -0.32, 1.49)
C (-2.08, -1.70, 1.48)
H (1.86, 0.07, 1.36)
H (0.66, 0.53, 2.71)
H (-1.99, 0.36, 0.83)
H (-1.49, 0.11, 2.50)
H (-2.08, -2.11, 0.48)
H (-1.52, -2.36, 2.14)
H (-3.10, -1.63, 1.84)
C (0.83, 1.67, -1.92)
C (1.49, 0.36, -2.33)
O (1.82, -0.47, -1.24)
H (0.72, 2.33, -2.78)
H (1.42, 2.19, -1.17)
H (-0.16, 1.49, -1.50)
H (0.84, -0.16, -3.03)
H (2.43, 0.56, -2.86)
H (1.02, -0.62, -0.72)

Properties
Spin multiplicity ... 1
SMILES ... C=NCC.CCO
Charge ... 0
Maximum force ... 0.0081 Eh/bohr
Electronic energy ... -328.26551 Eh
LUMO ... 0.99 eV
Gap between HOMO and LUMO ... 10.77 eV

---

No. 6
The following is a quantum chemistry calculation of 2 unconnected molecules or ions with the total composition C5H13NO, from OMol25.

Positions of all 20 atoms, in Å:
C (-2.66, 0.77, -1.05)
C (-1.51, -0.03, -0.43)
C (-1.20, 0.13, 0.86)
C (-0.17, -0.69, 1.58)
N (1.07, -0.70, 0.81)
C (2.13, 0.22, 1.14)
H (-3.30, 1.17, -0.24)
H (-2.26, 1.57, -1.70)
H (-3.24, 0.14, -1.70)
H (-1.31, -0.94, -0.99)
H (-1.61, 1.02, 1.40)
H (0.11, -0.18, 2.52)
H (-0.51, -1.69, 1.86)
H (1.42, -1.40, 0.18)
H (1.76, 1.24, 1.22)
H (2.66, -0.03, 2.08)
H (2.82, 0.17, 0.30)
O (2.27, -0.10, -2.46)
H (2.18, -0.90, -2.98)
H (1.36, 0.22, -2.40)

Properties
Spin multiplicity ... 1
SMILES ... C/C=C/CNC.O
Charge ... 0
Maximum force ... 0.0476 Eh/bohr
Electronic energy ... -328.23536 Eh
LUMO ... 0.80 eV
Gap between HOMO and LUMO ... 8.66 eV

---

No. 7
The following is a quantum chemistry calculation of 2 unconnected molecules or ions with the total composition C5H13NO, from OMol25.

Positions of all 20 atoms, in Å:
C (-0.19, 0.61, -2.02)
C (-0.14, 0.58, -0.67)
C (-1.43, 0.56, 0.13)
C (-2.04, 1.91, 0.46)
N (0.99, 0.51, 0.13)
C (2.41, 0.51, -0.22)
H (-1.12, 0.98, -2.44)
H (0.54, 0.17, -2.70)
H (-1.27, -0.08, 1.00)
H (-2.05, -0.19, -0.37)
H (-2.00, 2.08, 1.55)
H (-3.12, 1.94, 0.28)
H (-1.60, 2.80, 0.03)
H (0.75, 0.92, 1.02)
H (2.77, 1.55, -0.27)
H (2.87, -0.14, 0.52)
H (2.61, 0.18, -1.24)
O (0.26, -4.00, 1.62)
H (0.93, -3.34, 1.89)
H (-0.04, -3.69, 0.78)

Properties
Spin multiplicity ... 1
SMILES ... C=C(CC)NC.O
Charge ... 0
Maximum force ... 0.0377 Eh/bohr
Electronic energy ... -328.23744 Eh
LUMO ... 0.64 eV
Gap between HOMO and LUMO ... 8.28 eV

---

No. 8
The following is a quantum chemistry calculation of 2 unconnected molecules or ions with the total composition C5H13NO, from OMol25.

Positions of all 20 atoms, in Å:
C (-0.94, -1.08, 2.62)
C (-0.69, 0.25, 1.98)
C (0.02, 0.42, 0.86)
N (0.49, 1.53, 0.17)
C (1.45, 1.24, -0.91)
C (0.95, 0.70, -2.21)
H (-0.02, -1.42, 3.11)
H (-1.66, -1.05, 3.42)
H (-1.26, -1.91, 1.95)
H (-1.11, 1.10, 2.53)
H (0.58, -0.49, 0.61)
H (-0.10, 2.33, -0.01)
H (2.26, 0.67, -0.51)
H (1.96, 2.21, -1.01)
H (1.47, -0.25, -2.46)
H (1.31, 1.29, -3.08)
H (-0.09, 0.38, -2.36)
O (-1.61, -2.15, -1.93)
H (-2.23, -1.75, -1.30)
H (-0.76, -2.03, -1.50)

Properties
Spin multiplicity ... 1
SMILES ... C/C=C/NCC.O
Charge ... 0
Maximum force ... 0.0483 Eh/bohr
Electronic energy ... -328.24537 Eh
LUMO ... 0.91 eV
Gap between HOMO and LUMO ... 8.73 eV

---

No. 9
The following is a quantum chemistry calculation of 2 unconnected molecules or ions with the total composition C5H13NO, from OMol25.

Positions of all 20 atoms, in Å:
C (0.26, -0.88, 2.12)
C (0.16, -2.38, 1.86)
N (0.81, -2.78, 0.73)
O (-0.45, -3.12, 2.60)
H (-0.09, -0.75, 3.15)
H (-0.27, -0.29, 1.39)
H (1.29, -0.51, 2.15)
H (0.87, -3.77, 0.53)
H (1.38, -2.11, 0.26)
C (0.11, 0.80, -2.31)
C (0.04, 2.07, -1.38)
C (-1.04, 1.87, -0.29)
H (-0.83, 0.25, -2.25)
H (0.81, 0.08, -1.92)
H (0.22, 1.16, -3.33)
H (1.00, 2.19, -0.91)
H (-0.35, 2.79, -2.08)
H (-1.08, 2.79, 0.27)
H (-1.99, 1.67, -0.77)
H (-0.87, 0.91, 0.18)

Properties
Spin multiplicity ... 1
SMILES ... CC(N)=O.CCC
Charge ... 0
Maximum force ... 0.0562 Eh/bohr
Electronic energy ... -328.29408 Eh
LUMO ... 0.74 eV
Gap between HOMO and LUMO ... 10.60 eV

---

No. 10
The following is a quantum chemistry calculation of 2 unconnected molecules or ions with the total composition C5H13NO, from OMol25.

Positions of all 20 atoms, in Å:
C (-1.26, -0.75, -0.56)
C (-2.31, -0.44, 0.50)
O (-1.41, 0.07, -1.72)
H (-1.29, 0.99, -1.45)
H (-1.44, -1.76, -0.93)
H (0.03, 0.19, 0.65)
H (-2.21, -1.13, 1.34)
H (-2.18, 0.58, 0.89)
H (-3.32, -0.52, 0.10)
C (1.24, 1.68, -0.28)
N (1.50, -1.29, -0.45)
C (1.86, -0.62, 0.62)
C (1.14, 0.62, 0.83)
H (0.28, -1.14, -0.62)
H (1.87, -2.23, -0.54)
H (2.36, -1.11, 1.46)
H (1.34, 1.05, 1.81)
H (0.49, 2.45, -0.14)
H (1.09, 1.22, -1.26)
H (2.22, 2.15, -0.27)

Properties
Spin multiplicity ... 1
Charge ... 0
Maximum force ... 0.0322 Eh/bohr
Electronic energy ... -328.16412 Eh
LUMO ... 0.53 eV
Gap between HOMO and LUMO ... 7.50 eV

---

No. 11
The following is a quantum chemistry calculation of 2 unconnected molecules or ions with the total composition C5H13NO, from OMol25.

Positions of all 20 atoms, in Å:
C (1.19, 2.38, 1.47)
C (0.41, 1.60, 0.42)
C (0.98, 0.66, -0.32)
N (0.49, -0.05, -1.40)
C (0.09, -1.43, -1.11)
C (-1.23, -1.72, -1.82)
H (0.92, 3.45, 1.43)
H (0.85, 2.12, 2.47)
H (2.26, 2.40, 1.25)
H (-0.63, 1.91, 0.43)
H (2.01, 0.41, -0.03)
H (-0.16, 0.32, -2.07)
H (-0.07, -1.54, -0.04)
H (0.74, -2.28, -1.35)
H (-1.46, -2.79, -1.91)
H (-1.06, -1.52, -2.89)
H (-2.09, -1.19, -1.42)
O (-1.43, -0.92, 2.22)
H (-1.19, -1.58, 2.85)
H (-0.69, -0.74, 1.64)

Properties
Spin multiplicity ... 1
SMILES ... C/C=C/NCC.O
Charge ... 0
Maximum force ... 0.0408 Eh/bohr
Electronic energy ... -328.24560 Eh
LUMO ... 0.96 eV
Gap between HOMO and LUMO ... 9.34 eV

---

No. 12
The following is a quantum chemistry calculation of 2 unconnected molecules or ions with the total composition C5H13NO, from OMol25.

Positions of all 20 atoms, in Å:
C (-0.59, 1.19, -0.81)
C (0.21, 0.22, -1.72)
C (0.72, -1.12, -1.14)
C (0.03, -1.42, 0.12)
C (0.36, -0.79, 1.28)
N (-0.90, -2.44, 0.12)
H (-1.70, 0.97, -0.75)
H (-0.60, 2.10, -1.44)
H (-0.39, 1.26, 0.24)
H (-0.34, -0.03, -2.58)
H (1.18, 0.68, -1.95)
H (0.35, -1.93, -1.78)
H (1.79, -1.12, -1.01)
H (1.12, -0.05, 1.47)
H (-0.21, -1.02, 2.22)
H (-1.52, -2.64, -0.63)
H (-1.25, -2.89, 0.96)
H (1.02, 3.51, 1.91)
H (0.01, 2.83, 3.07)
O (0.69, 2.70, 2.42)

Properties
Spin multiplicity ... 2
Charge ... +1
Maximum force ... 0.0744 Eh/bohr
Electronic energy ... -327.96339 Eh
LUMO (alpha / beta) ... -3.48 / -7.29 eV
Gap between HOMO and LUMO (alpha / beta) ... 11.08 / 7.27 eV

---

No. 13
The following is a quantum chemistry calculation of 2 unconnected molecules or ions with the total composition C5H13NO, from OMol25.

Positions of all 20 atoms, in Å:
C (-1.41, -0.72, -0.46)
N (-1.19, 0.46, 0.32)
C (-0.78, 1.67, -0.35)
C (-0.36, 0.07, 1.50)
C (0.11, -1.34, 1.20)
C (-0.08, -1.47, -0.33)
H (-2.14, -1.36, 0.05)
H (-1.84, -0.52, -1.43)
H (0.27, 1.58, -0.62)
H (-1.38, 1.81, -1.24)
H (-0.95, 2.58, 0.22)
H (0.44, 0.81, 1.58)
H (-0.97, 0.13, 2.39)
H (1.18, -1.46, 1.39)
H (-0.43, -2.13, 1.73)
H (-0.05, -2.47, -0.74)
H (0.70, -0.84, -0.75)
H (2.20, 1.00, -0.97)
H (3.69, 1.04, -0.96)
O (2.94, 0.91, -1.58)

Properties
Spin multiplicity ... 2
Charge ... +1
Maximum force ... 0.0384 Eh/bohr
Electronic energy ... -327.98003 Eh
LUMO (alpha / beta) ... -2.96 / -7.52 eV
Gap between HOMO and LUMO (alpha / beta) ... 12.01 / 7.45 eV